# 1
DFT (the ωB97M-V functional and the def2-TZVPD basis) results for a structure of composition C40H41Cl3IN6O4SSeTc at a distorted geometry.

Geometry as XYZ:
```
98
Properties=species:S:1:pos:R:3:mulliken_spin:R:1
Tc -2.371 -1.102 -0.602 2.0174
O -2.236 -1.461 1.457 0.0272
S -1.060 -1.306 2.425 0.0316
C -1.871 -1.048 4.013 0.0043
C -2.981 -1.806 4.343 0.0020
C -3.567 -1.635 5.584 0.0012
C -3.039 -0.718 6.481 -0.0002
C -1.936 0.045 6.134 -0.0005
C -1.343 -0.117 4.892 -0.0008
C -0.628 -3.034 2.722 0.0008
C -1.485 -4.026 2.282 0.0020
C -1.133 -5.352 2.464 -0.0042
C 0.076 -5.672 3.061 -0.0003
C 0.927 -4.667 3.498 0.0005
C 0.577 -3.338 3.333 -0.0018
H -3.372 -2.523 3.636 0.0008
H -4.434 -2.219 5.852 -0.0001
H -3.488 -0.599 7.454 0.0000
H -1.539 0.772 6.824 -0.0001
H -0.480 0.470 4.616 -0.0006
H -2.401 -3.765 1.773 0.0067
H -1.810 -6.127 2.142 0.0001
H 0.352 -6.707 3.182 0.0000
H 1.863 -4.906 3.977 0.0001
H 1.232 -2.546 3.660 -0.0002
C 5.219 0.657 -4.014 0.0001
C 5.100 0.414 -2.508 0.0005
C 5.740 -0.942 -2.164 0.0000
C 5.926 1.491 -1.780 0.0000
C 3.599 0.442 -2.041 -0.0025
O 3.527 0.219 -0.649 -0.0004
C 2.931 1.784 -2.447 0.0048
C 1.795 2.253 -1.528 -0.0114
C 2.242 2.592 -0.135 -0.0113
C 3.240 3.534 0.088 -0.0031
C 3.651 3.853 1.368 0.0002
C 3.045 3.239 2.452 -0.0002
Cl 3.537 3.644 4.062 0.0001
C 2.039 2.307 2.254 0.0222
C 1.652 1.988 0.967 -0.0337
C 2.798 -0.749 -2.661 -0.0023
N 1.684 -1.127 -1.836 -0.0020
C 0.420 -0.716 -1.886 -0.0064
N -0.278 -1.328 -0.930 -0.0330
C 0.639 -2.133 -0.333 0.0136
N 1.822 -2.021 -0.866 0.0003
H 6.260 0.551 -4.309 0.0000
H 4.894 1.656 -4.285 0.0000
H 4.636 -0.062 -4.582 0.0000
H 6.821 -0.832 -2.108 0.0000
H 5.530 -1.693 -2.922 0.0000
H 5.387 -1.302 -1.200 0.0000
H 6.927 1.501 -2.204 0.0000
H 6.032 1.279 -0.717 0.0000
H 5.522 2.493 -1.890 -0.0001
H 4.190 0.768 -0.216 0.0000
H 2.545 1.689 -3.462 0.0002
H 3.685 2.569 -2.468 -0.0009
H 1.010 1.500 -1.465 0.0191
H 1.359 3.146 -1.983 0.0039
H 3.699 4.043 -0.746 0.0001
H 4.431 4.580 1.527 0.0001
H 1.568 1.842 3.104 0.0007
H 0.872 1.252 0.819 0.0231
H 3.436 -1.631 -2.715 0.0005
H 2.419 -0.492 -3.650 0.0006
H 0.014 -0.061 -2.631 0.0058
H 0.417 -2.804 0.470 0.0036
Cl -4.887 -1.559 -3.493 0.0003
C -3.335 -1.911 -4.268 0.0080
Cl -3.465 -1.792 -6.021 0.0021
C -2.257 -0.923 -3.730 -0.0134
O -1.354 -0.549 -4.437 0.0170
O -2.422 -0.582 -2.507 0.0937
H -3.063 -2.936 -3.995 0.0002
Se -1.962 1.273 0.527 0.6839
C -2.048 3.021 -0.200 0.0073
C -1.649 4.080 0.622 0.0636
C -1.781 5.379 0.181 -0.0406
C -2.302 5.635 -1.081 0.0939
C -2.676 4.583 -1.907 -0.0390
C -2.551 3.276 -1.475 0.0430
H -1.245 3.865 1.602 0.0024
H -1.484 6.194 0.825 -0.0006
H -2.418 6.653 -1.421 0.0042
H -3.077 4.788 -2.888 -0.0009
H -2.844 2.455 -2.118 0.0063
N -2.772 -4.205 -1.032 0.0922
C -2.570 -3.083 -0.898 -0.1128
I -8.347 0.589 -1.152 0.0001
C -6.628 -0.502 -0.729 -0.0013
C -6.545 -1.865 -0.512 0.0175
N -5.248 -2.139 -0.319 0.0101
N -4.487 -1.040 -0.417 -0.0329
C -5.315 -0.031 -0.656 0.0137
H -7.311 -2.613 -0.469 0.0006
H -4.817 -3.053 -0.239 0.0005
H -4.973 0.980 -0.770 0.0027
```

Values from the calculation:
* net charge: +1
* E_tot: -6736.848833 Eh
* <S²>: 3.775
* frontier orbital gap (spin up / spin down): 8.32 / 5.71 eV
* ΔE to the lowest compared entry with this formula, charge and spin: 1.113 eV
* 2S+1: 4
* LUMO (spin up / spin down): -2.55 / -5.16 eV

# 2
DFT (the ωB97M-V functional and the def2-TZVPD basis) results for a cluster of 2 separate species, NO5P in total at a distorted geometry.

Geometry as XYZ:
```
7
Properties=species:S:1:pos:R:3:mulliken_charge:R:1
N -2.882 0.378 -0.238 0.0217
O -3.919 0.339 -1.024 -0.5389
O 2.482 0.738 1.327 -0.6491
O 2.507 0.614 -1.179 -0.6375
O -2.930 -0.410 0.794 -0.4798
O 2.375 -1.566 0.217 -0.6431
P 2.367 -0.094 0.101 0.9267
```

Values from the calculation:
* net charge: -2
* E_tot: -772.346253 Eh
* frontier orbital gap: 7.31 eV
* ΔE to the lowest compared entry with this formula, charge and spin: 0.137 eV
* 2S+1: 1
* LUMO: 6.56 eV

# 3
DFT (the ωB97M-V functional and the def2-TZVPD basis) results for an isolated molecule of C18H22ClF2N3O4.

Geometry as XYZ:
```
50
Properties=species:S:1:pos:R:3:mulliken_charge:R:1
C -3.948 2.672 -0.101 -1.1952
N -2.799 1.815 0.094 0.2719
C -1.549 2.537 0.292 -0.8495
C -0.889 3.066 -0.978 -0.4529
C 0.427 3.811 -0.673 -0.9301
C 1.642 3.199 -1.342 -0.7892
N 1.850 1.864 -0.827 0.0672
C 3.032 1.212 -0.912 0.0832
O 4.041 1.665 -1.414 -0.6554
C 2.976 -0.152 -0.314 0.5291
C 2.224 -0.625 0.695 -0.9185
C 2.560 -2.013 0.807 0.8398
N 2.069 -2.968 1.600 -0.5175
C 2.588 -4.151 1.417 0.1324
Cl 1.968 -5.420 2.420 -0.1976
C 3.582 -4.469 0.485 -0.3873
C 4.083 -3.486 -0.344 -0.8101
C 3.537 -2.238 -0.160 0.6102
O 3.801 -1.101 -0.841 -0.4599
C -3.030 0.480 0.191 0.1035
O -4.165 0.036 0.240 -0.7045
C -1.899 -0.549 0.337 1.5416
C -1.581 -0.706 1.824 -1.7582
O -0.718 -0.150 -0.380 -0.2322
C -2.428 -1.853 -0.245 -1.3152
C -1.500 -3.028 -0.113 0.4528
F -2.093 -4.119 -0.676 -0.3060
F -0.325 -2.811 -0.827 -0.3106
H -4.838 2.072 -0.243 0.4186
H -4.095 3.315 0.770 0.3469
H -3.802 3.301 -0.981 0.3080
H -1.779 3.391 0.938 0.5039
H -0.845 1.930 0.855 0.1408
H -0.728 2.240 -1.671 0.2888
H -1.579 3.750 -1.478 0.4562
H 0.353 4.848 -1.003 0.4114
H 0.601 3.856 0.408 0.3565
H 1.491 3.160 -2.427 0.2878
H 2.536 3.794 -1.166 0.4793
H 1.030 1.341 -0.552 0.0559
H 1.510 -0.067 1.274 0.6782
H 3.940 -5.485 0.418 0.4318
H 4.841 -3.679 -1.090 0.4844
H -2.428 -1.137 2.357 0.3662
H -0.716 -1.354 1.968 0.4061
H -1.357 0.260 2.281 0.3293
H -0.333 -0.940 -0.785 0.3456
H -3.357 -2.120 0.255 0.4097
H -2.678 -1.718 -1.301 0.3802
H -1.224 -3.273 0.915 0.2724
```

Values from the calculation:
* E_tot: -1824.305080 Eh
* SMILES string: CN(CCCCNC(=O)c1cc2nc(Cl)ccc2o1)C(=O)[C@](C)(O)CC(F)F
* frontier orbital gap: 9.17 eV
* ΔE to the lowest compared entry with this formula, charge and spin: 0.175 eV
* 2S+1: 1
* LUMO: 0.03 eV

# 4
DFT (the ωB97M-V functional and the def2-TZVPD basis) results for a structure of composition C28H33N5O4ReSe at a distorted geometry.

Geometry as XYZ:
```
72
Properties=species:S:1:pos:R:3:mulliken_spin:R:1
Re -0.164 -0.274 1.229 0.8760
C 0.291 6.683 -0.031 0.0001
C 1.691 6.057 0.055 -0.0001
C 2.391 6.633 1.296 -0.0003
C 2.482 6.443 -1.205 -0.0010
C 1.624 4.525 0.147 -0.0105
C 2.721 3.830 0.536 0.0013
C 2.939 2.403 0.508 -0.0006
N 0.658 2.024 1.222 -0.0010
C -0.088 2.739 0.209 -0.0545
C 0.402 3.882 -0.288 0.0040
C -1.426 2.214 -0.048 0.0328
C -2.474 3.050 -0.378 0.0034
C -3.794 2.607 -0.375 0.0065
C -3.980 1.253 -0.091 0.0031
C -2.903 0.460 0.211 0.0246
N -1.623 0.910 0.247 -0.0026
C -4.940 3.590 -0.533 0.0014
C -4.912 4.498 0.714 0.0020
C -4.750 4.434 -1.800 0.0014
C -6.294 2.882 -0.598 0.0008
H 0.376 7.762 0.085 0.0000
H -0.367 6.316 0.763 -0.0001
H -0.185 6.506 -0.998 0.0000
H 2.327 7.721 1.270 -0.0001
H 3.451 6.380 1.335 0.0001
H 1.915 6.291 2.217 0.0001
H 2.512 7.529 -1.295 -0.0001
H 2.016 6.040 -2.107 0.0001
H 3.510 6.078 -1.154 0.0001
H 3.613 4.419 0.721 0.0008
H 4.874 2.232 1.352 0.0013
H -0.193 4.407 -1.024 -0.0001
H -2.260 4.092 -0.564 -0.0011
H -4.965 0.810 -0.073 -0.0002
H -3.066 -0.564 0.500 -0.0005
H -4.003 5.101 0.756 -0.0001
H -4.981 3.907 1.630 -0.0003
H -5.768 5.173 0.683 0.0003
H -3.793 4.958 -1.815 0.0001
H -5.536 5.187 -1.851 0.0001
H -4.816 3.813 -2.695 -0.0001
H -6.525 2.362 0.334 -0.0001
H -6.338 2.171 -1.425 -0.0001
H -7.076 3.622 -0.758 0.0000
N 2.197 -1.969 -0.097 0.0060
C 2.601 -0.683 0.107 0.0055
C 4.034 -0.500 -0.062 -0.0038
C 4.759 0.611 0.044 0.0101
C 4.392 2.010 0.391 0.0007
C 1.912 1.560 0.679 0.0145
N 1.714 0.211 0.425 -0.0395
C 0.948 -2.527 -0.271 0.0158
C 0.895 -3.887 -0.556 0.0007
C -0.315 -4.475 -0.811 -0.0025
C -1.463 -3.678 -0.866 0.0057
C -1.352 -2.358 -0.567 0.0065
N -0.172 -1.765 -0.204 0.0159
H 2.946 -2.640 -0.184 -0.0012
H 4.571 -1.403 -0.329 0.0010
H 5.822 0.490 -0.140 -0.0004
H 4.889 2.665 -0.328 0.0010
H 0.815 2.618 2.039 0.0008
H 1.807 -4.470 -0.538 -0.0001
H -0.373 -5.543 -0.976 -0.0001
H -2.429 -4.091 -1.117 0.0000
H -2.206 -1.711 -0.611 -0.0020
O 0.731 -0.659 2.928 0.0051
Se -0.419 -1.904 3.339 0.0018
O 0.039 -3.159 2.448 0.0052
O -1.591 -1.070 2.370 0.0653
O -0.767 -2.064 4.870 0.0011
```

Values from the calculation:
* net charge: +2
* E_tot: -4140.579835 Eh
* <S²>: 0.769
* frontier orbital gap (spin up / spin down): 6.45 / 6.62 eV
* ΔE to the lowest compared entry with this formula, charge and spin: 3.100 eV
* 2S+1: 2
* LUMO (spin up / spin down): -7.68 / -7.58 eV

Question: Look up the 2S+1 of the second one.
Answer: 1